#1
{"formula": "C8H17N", "method": "wB97M-V/def2-TZVPD", "orbital_gap_ev": [7.8, 7.8], "total_charge": 0, "mol_weight_g_mol": 127.23, "symbols": ["C", "C", "C", "C", "C", "C", "H", "H", "H", "H", "H", "H", "H", "H", "H", "H", "H", "H", "C", "C", "N", "H", "H", "H", "H", "H"], "positions_angstrom": [[0.81, 0.69, -0.37], [0.48, 1.31, 1.00], [1.02, 1.81, -1.41], [2.11, -0.11, -0.25], [-0.33, -0.17, -0.90], [-1.68, 0.26, -0.87], [-0.04, -0.89, -1.65], [2.94, 0.55, -0.01], [0.31, 0.54, 1.75], [1.31, 1.96, 1.31], [-0.41, 1.94, 0.96], [1.26, 1.40, -2.39], [1.85, 2.45, -1.10], [0.13, 2.43, -1.51], [2.06, -0.86, 0.54], [2.35, -0.62, -1.19], [-2.30, -0.08, -1.70], [-1.86, 1.31, -0.63], [-0.55, -2.27, 0.39], [-1.84, -1.34, 1.32], [-1.82, -1.34, 2.54], [-2.50, -0.79, 3.05], [-2.16, -0.37, 0.18], [-0.68, -3.05, 1.14], [0.53, -2.14, 0.33], [-1.00, -2.63, -0.53]], "lowdin_charge": [-0.598, -0.046, -0.050, -0.065, -0.148, -0.118, 0.112, 0.084, 0.076, 0.086, 0.078, 0.086, 0.084, 0.080, 0.069, 0.087, 0.087, 0.080, -0.074, -0.192, 0.052, 0.056, 0.073, 0.036, 0.019, 0.046]}



#2
{"formula": "C8H17N", "method": "wB97M-V/def2-TZVPD", "orbital_gap_ev": 9.1, "smiles": "C=CN(C)C.C=C(C)C", "total_charge": 0, "mol_weight_g_mol": 127.23, "symbols": ["C", "C", "N", "C", "C", "H", "H", "H", "H", "H", "H", "H", "H", "H", "C", "C", "C", "C", "H", "H", "H", "H", "H", "H", "H", "H"], "positions_angstrom": [[-1.48, -0.43, -1.39], [-2.53, -1.51, 0.48], [-1.35, -0.83, 0.00], [-0.93, 0.13, 0.94], [-1.03, 1.44, 0.86], [-0.58, -0.35, 1.85], [-0.74, 0.34, -1.61], [-2.48, -0.04, -1.63], [-1.29, -1.30, -2.02], [-2.36, -1.87, 1.49], [-3.41, -0.84, 0.49], [-2.75, -2.36, -0.17], [-1.42, 1.94, -0.01], [-0.67, 2.07, 1.65], [1.97, -1.10, -0.10], [2.16, 1.21, 0.96], [1.82, 0.39, -0.24], [1.49, 0.94, -1.40], [1.86, -1.40, 0.94], [2.96, -1.40, -0.43], [1.24, -1.62, -0.70], [1.85, 2.24, 0.84], [3.24, 1.19, 1.12], [1.69, 0.80, 1.86], [1.40, 2.01, -1.51], [1.33, 0.35, -2.29]], "lowdin_charge": [-0.099, -0.099, -0.254, -0.252, 0.012, 0.114, 0.044, 0.087, 0.089, 0.085, 0.091, 0.085, 0.061, 0.054, -0.065, -0.083, -0.444, -0.005, 0.073, 0.080, 0.069, 0.073, 0.084, 0.067, 0.066, 0.066]}



Most stable: #2. Least stable: #1.



#1
{"formula": "C4H7ClN2", "method": "wB97M-V/def2-TZVPD", "orbital_gap_ev": 9.8, "smiles": "C/C=C(/C)Cl.N#N", "total_charge": 0, "mol_weight_g_mol": 118.57, "symbols": ["C", "C", "C", "C", "N", "N", "Cl", "H", "H", "H", "H", "H", "H", "H"], "positions_angstrom": [[-0.10, 0.43, 0.28], [0.94, -0.45, 0.11], [-0.32, 1.77, -0.19], [0.88, -1.74, 0.88], [-2.45, 0.15, -1.90], [-1.94, -0.58, -1.23], [2.26, -0.06, -1.00], [-0.77, 0.11, 0.99], [-1.41, 2.08, -0.31], [0.18, 1.79, -1.15], [0.20, 2.68, 0.45], [1.40, -1.51, 1.82], [1.34, -2.55, 0.29], [-0.21, -2.12, 0.97]], "lowdin_charge": [-0.329, -0.706, -0.165, -0.124, 0.073, 0.053, 0.619, 0.066, 0.075, 0.042, 0.136, 0.083, 0.072, 0.105]}



#2
{"formula": "C4H7ClN2", "method": "wB97M-V/def2-TZVPD", "orbital_gap_ev": 9.1, "smiles": "CC(C)N(Cl)C#N", "total_charge": 0, "mol_weight_g_mol": 118.57, "symbols": ["C", "C", "C", "C", "N", "N", "Cl", "H", "H", "H", "H", "H", "H", "H"], "positions_angstrom": [[0.69, -1.02, -1.58], [0.62, 0.11, 1.23], [-1.48, -0.06, 0.04], [-0.09, 0.54, -0.08], [0.71, -2.13, -1.83], [0.67, 0.24, -1.26], [2.05, 1.33, -1.59], [0.21, -0.93, 1.56], [1.68, -0.01, 1.06], [0.49, 0.77, 2.04], [-1.36, -1.16, 0.40], [-2.22, 0.19, -0.84], [-1.87, 0.46, 0.99], [-0.11, 1.66, -0.15]], "lowdin_charge": [-0.416, -0.068, -0.088, -0.521, 0.178, -0.441, 0.672, 0.111, 0.061, 0.057, 0.101, 0.120, 0.106, 0.128]}



#3
{"formula": "C4H7ClN2", "method": "wB97M-V/def2-TZVPD", "orbital_gap_ev": 9.8, "smiles": "N=C=NCl.C=CC", "total_charge": 0, "mol_weight_g_mol": 118.57, "symbols": ["C", "C", "C", "C", "N", "N", "Cl", "H", "H", "H", "H", "H", "H", "H"], "positions_angstrom": [[2.76, -1.50, 1.29], [-0.26, 2.05, -0.01], [-0.96, -0.34, -0.08], [0.04, 0.76, -0.04], [3.14, -2.58, 0.91], [2.64, -0.32, 1.50], [2.21, 0.55, 2.89], [2.62, -3.29, 0.41], [0.50, 2.81, 0.01], [-1.28, 2.40, -0.02], [-1.97, 0.05, -0.14], [-0.87, -0.96, 0.81], [-0.77, -0.98, -0.95], [1.08, 0.45, -0.04]], "lowdin_charge": [-0.406, -0.015, -0.115, -0.272, 0.175, -0.405, 0.602, 0.073, 0.048, 0.051, 0.070, 0.069, 0.071, 0.054]}



#4
{"formula": "C4H7ClN2", "method": "wB97M-V/def2-TZVPD", "orbital_gap_ev": 10.2, "smiles": "C/C=C(/C)Cl.N#N", "total_charge": 0, "mol_weight_g_mol": 118.57, "symbols": ["C", "C", "C", "C", "N", "N", "Cl", "H", "H", "H", "H", "H", "H", "H"], "positions_angstrom": [[-0.03, 0.24, -0.47], [-0.37, -0.51, 0.57], [-0.92, 1.10, -1.28], [0.59, -1.30, 1.41], [0.23, 2.33, 1.58], [0.41, 1.93, 2.59], [-2.01, -0.56, 1.14], [1.02, 0.23, -0.75], [-1.97, 0.90, -1.06], [-0.75, 0.94, -2.35], [-0.72, 2.15, -1.06], [0.90, -0.71, 2.27], [1.47, -1.55, 0.82], [0.12, -2.21, 1.77]], "lowdin_charge": [-0.246, -0.771, -0.121, -0.133, 0.061, 0.062, 0.654, 0.110, 0.044, 0.072, 0.064, 0.057, 0.079, 0.067]}



Most stable: #4. Least stable: #3.



#1
{"formula": "C4H14N2O", "method": "wB97M-V/def2-TZVPD", "orbital_gap_ev": [11.1, 5.5], "s2": 0.755, "spin_multiplicity": 2, "total_charge": 1, "mol_weight_g_mol": 106.17, "symbols": ["N", "C", "C", "N", "C", "C", "H", "H", "H", "H", "H", "H", "H", "H", "H", "H", "H", "H", "H", "H", "O"], "positions_angstrom": [[-2.16, 0.74, -0.69], [-0.96, 1.44, -1.02], [0.40, 0.60, -0.95], [0.64, -0.14, 0.23], [1.75, -1.11, 0.07], [0.84, 0.72, 1.41], [-2.28, 0.35, 0.22], [-2.40, 0.04, -1.37], [-1.06, 1.63, -2.09], [-0.93, 2.38, -0.49], [0.35, -0.05, -1.76], [1.16, 1.36, -1.12], [2.66, -0.57, 0.18], [1.66, -1.60, -0.89], [1.78, -1.85, 0.87], [0.00, 1.40, 1.51], [0.87, 0.13, 2.33], [1.77, 1.26, 1.32], [-2.10, -2.20, 1.06], [-0.76, -1.93, 0.35], [-1.25, -2.60, 0.85]], "lowdin_charge": [0.040, -0.205, -0.130, -0.099, 0.018, 0.010, 0.067, 0.094, 0.128, 0.113, 0.111, 0.167, 0.107, 0.113, 0.117, 0.106, 0.120, 0.121, 0.047, -0.012, -0.032]}



#2
{"formula": "C4H14N2O", "method": "wB97M-V/def2-TZVPD", "orbital_gap_ev": [11.4, 5.3], "s2": 0.757, "spin_multiplicity": 2, "total_charge": 1, "mol_weight_g_mol": 106.17, "symbols": ["C", "N", "C", "C", "C", "N", "H", "H", "H", "H", "H", "H", "H", "H", "H", "H", "H", "H", "H", "H", "O"], "positions_angstrom": [[1.83, -1.41, 0.36], [0.88, -0.32, 0.52], [0.59, -0.40, -2.16], [0.25, 0.17, -0.69], [-1.26, 0.06, -0.59], [-1.76, -0.03, 0.75], [1.38, -2.31, -0.08], [2.59, -1.18, -0.38], [2.23, -1.57, 1.34], [1.10, 0.49, 1.13], [0.02, 0.32, -2.78], [0.24, -1.42, -2.31], [1.70, -0.29, -2.33], [0.54, 1.22, -0.94], [-1.62, 0.87, -1.23], [-1.63, -0.79, -1.21], [-1.16, -0.40, 1.47], [-2.70, -0.39, 0.88], [-0.81, 2.62, 3.50], [-1.31, 1.97, 2.16], [-1.12, 2.80, 2.61]], "lowdin_charge": [-0.009, 0.080, -0.028, -0.340, -0.227, 0.097, 0.127, 0.108, 0.096, 0.180, 0.099, 0.080, 0.103, 0.173, 0.135, 0.149, 0.083, 0.119, 0.040, -0.018, -0.049]}



#3
{"formula": "C4H14N2O", "method": "wB97M-V/def2-TZVPD", "orbital_gap_ev": [3.6, 12.0], "s2": 0.751, "spin_multiplicity": 2, "total_charge": 1, "mol_weight_g_mol": 106.17, "symbols": ["C", "O", "C", "C", "C", "N", "N", "H", "H", "H", "H", "H", "H", "H", "H", "H", "H", "H", "H", "H", "H"], "positions_angstrom": [[1.57, -1.38, 0.12], [2.74, -1.34, 0.95], [0.65, -0.26, 0.56], [-0.42, -0.08, -0.54], [-1.65, 0.61, 0.04], [-2.70, 0.74, -1.12], [1.55, 0.95, 1.01], [1.96, -1.00, -0.85], [1.03, -2.30, -0.05], [3.29, -2.09, 0.70], [0.07, -0.49, 1.45], [-0.77, -1.08, -0.93], [-0.01, 0.34, -1.47], [-1.61, 1.69, 0.29], [-2.19, -0.13, 0.67], [-2.93, 1.75, -1.14], [-3.56, 0.12, -1.05], [-2.23, 0.59, -2.02], [1.27, 1.83, 0.59], [1.46, 0.96, 2.02], [2.48, 0.56, 0.77]], "lowdin_charge": [-0.200, -0.050, -0.258, -0.226, -0.271, 0.037, 0.254, 0.147, 0.144, 0.113, 0.153, 0.126, 0.105, 0.064, 0.106, 0.074, 0.124, 0.098, 0.149, 0.164, 0.146]}



Most stable: #1. Least stable: #3.



#1
{"formula": "C4H14N2O", "method": "wB97M-V/def2-TZVPD", "orbital_gap_ev": [11.2, 4.7], "s2": 0.758, "spin_multiplicity": 2, "total_charge": 1, "mol_weight_g_mol": 106.17, "symbols": ["C", "C", "C", "C", "N", "N", "H", "H", "H", "H", "H", "H", "H", "H", "H", "H", "H", "H", "H", "H", "O"], "positions_angstrom": [[-2.38, 0.97, -0.01], [-0.94, 0.67, -0.48], [-0.28, 0.01, 0.68], [1.27, 0.01, 0.68], [1.78, 1.18, 1.33], [-0.91, -0.16, -1.68], [-2.39, 1.56, 0.98], [-2.97, 0.00, 0.16], [-2.79, 1.74, -0.78], [-0.46, 1.67, -0.65], [-0.64, 0.48, 1.54], [-0.69, -1.03, 0.85], [1.64, -0.21, -0.31], [1.49, -0.73, 1.45], [2.66, 1.01, 1.89], [2.07, 1.96, 0.79], [0.01, -0.29, -2.17], [-1.45, -1.03, -1.66], [2.26, -2.69, -1.36], [0.92, -2.39, -0.79], [1.79, -2.72, -0.47]], "lowdin_charge": [-0.049, -0.428, -0.155, -0.245, 0.085, 0.234, 0.118, 0.119, 0.125, 0.173, 0.097, 0.156, 0.103, 0.134, 0.143, 0.077, 0.148, 0.138, 0.078, 0.019, -0.072]}



#2
{"formula": "C4H14N2O", "method": "wB97M-V/def2-TZVPD", "orbital_gap_ev": [11.9, 7.1], "s2": 0.755, "spin_multiplicity": 2, "total_charge": 1, "mol_weight_g_mol": 106.17, "symbols": ["C", "C", "C", "N", "C", "N", "H", "H", "H", "H", "H", "H", "H", "H", "H", "H", "H", "H", "H", "H", "O"], "positions_angstrom": [[-0.93, 0.15, -1.30], [0.05, 1.00, -0.50], [-0.64, 2.31, 0.01], [0.55, 0.36, 0.71], [1.65, -0.58, 0.65], [1.62, -1.70, -0.33], [-0.95, 0.66, -2.29], [-1.97, 0.08, -1.01], [-0.60, -0.87, -1.53], [0.89, 1.22, -1.15], [0.07, 3.17, 0.14], [-0.98, 2.07, 1.01], [-1.40, 2.77, -0.61], [-0.20, 0.19, 1.40], [1.72, -1.05, 1.63], [2.55, 0.01, 0.45], [1.17, -2.52, 0.04], [1.35, -1.40, -1.26], [-0.97, -2.00, 0.62], [-1.66, -2.29, 1.94], [-1.31, -1.57, 1.41]], "lowdin_charge": [-0.034, -0.362, -0.013, 0.171, -0.197, 0.087, 0.113, 0.091, 0.066, 0.151, 0.107, 0.080, 0.093, 0.142, 0.139, 0.142, 0.081, 0.072, 0.027, 0.073, -0.028]}



Most stable: #2. Least stable: #1.